{"formula": "C16H9F9N3OSSb2Se8W", "method": "ωB97M-V/def2-TZVPD", "symbols": ["W", "N", "C", "C", "C", "C", "C", "C", "S", "N", "C", "C", "C", "C", "C", "C", "N", "H", "H", "H", "H", "H", "H", "H", "H", "H", "Se", "Sb", "Se", "Se", "Se", "Se", "Sb", "Se", "Se", "Se", "F", "C", "F", "F", "C", "O", "C", "F", "F", "F", "C", "F", "F", "F"], "coordinates": [[0.00, -0.46, -0.18], [0.33, 4.02, 0.38], [-0.50, 4.75, -0.49], [-0.47, 6.14, -0.48], [-1.29, 6.84, -1.35], [-2.11, 6.15, -2.23], [-2.12, 4.76, -2.23], [-1.30, 4.05, -1.36], [-1.36, 2.31, -1.38], [-0.13, 1.79, -0.27], [0.51, 2.68, 0.44], [1.61, 2.39, 1.43], [1.62, 3.06, 2.65], [2.67, 2.81, 3.52], [3.67, 1.92, 3.14], [3.54, 1.30, 1.90], [2.53, 1.52, 1.08], [0.98, 4.55, 0.93], [0.18, 6.66, 0.22], [-1.27, 7.92, -1.34], [-2.75, 6.69, -2.91], [-2.76, 4.23, -2.92], [0.79, 3.69, 2.95], [2.70, 3.29, 4.49], [4.51, 1.71, 3.77], [4.28, 0.57, 1.56], [-2.84, 2.44, 2.13], [-2.40, 0.08, 1.88], [0.15, -0.13, 2.26], [-2.47, -0.56, -0.62], [-3.53, -1.51, 3.27], [3.10, 2.50, -2.10], [2.63, 0.14, -2.18], [2.31, -1.37, -0.12], [0.14, -0.24, -2.62], [3.89, -1.20, -3.72], [-2.00, -5.51, -0.12], [-1.85, -4.18, -0.24], [-2.21, -3.83, -1.48], [-2.68, -3.60, 0.62], [-0.37, -3.72, 0.02], [-0.35, -2.41, 0.21], [0.14, -4.39, 1.35], [-0.74, -4.20, 2.33], [1.30, -3.85, 1.72], [0.33, -5.72, 1.22], [0.53, -4.22, -1.20], [0.04, -5.36, -1.73], [1.77, -4.50, -0.80], [0.57, -3.31, -2.14]], "nbo_charge": [0.433, -0.567, 0.209, -0.233, -0.215, -0.204, -0.202, -0.233, 0.562, -0.722, 0.554, 0.153, -0.246, -0.165, -0.239, 0.061, -0.408, 0.417, 0.209, 0.214, 0.215, 0.223, 0.239, 0.220, 0.222, 0.210, -0.698, 1.032, -0.173, -0.116, -0.583, -0.670, 1.049, -0.160, -0.155, -0.642, -0.319, 0.964, -0.319, -0.294, 0.034, -0.730, 0.967, -0.302, -0.309, -0.321, 0.968, -0.320, -0.310, -0.297], "lumo_energy_ev": -0.4, "charge": -1, "relative_energy_kj_mol": 228.2, "max_force_ev_per_a": 2.1}

=====

{"formula": "C17H10Br2CaCl5N2O", "method": "ωB97M-V/def2-TZVPD", "symbols": ["Ca", "C", "C", "C", "C", "C", "Br", "N", "C", "H", "H", "H", "H", "H", "H", "Cl", "C", "C", "Cl", "C", "Cl", "C", "O", "C", "Cl", "C", "Cl", "Br", "C", "C", "C", "C", "C", "N", "H", "H", "H", "H"], "coordinates": [[1.19, -0.66, -0.02], [0.18, 4.94, -1.89], [1.15, 3.93, -1.36], [2.47, 4.27, -1.06], [3.35, 3.33, -0.57], [2.86, 2.05, -0.41], [3.98, 0.67, 0.29], [1.62, 1.68, -0.68], [0.78, 2.61, -1.15], [0.47, 5.27, -2.89], [0.14, 5.82, -1.25], [-0.83, 4.52, -1.96], [2.81, 5.29, -1.20], [4.37, 3.57, -0.32], [-0.23, 2.28, -1.35], [-5.26, 0.49, 3.61], [-3.67, 0.12, 3.08], [-3.35, 0.15, 1.73], [-4.54, 0.57, 0.56], [-2.06, -0.15, 1.33], [-1.63, -0.12, -0.37], [-1.03, -0.49, 2.23], [0.17, -0.77, 1.80], [-1.38, -0.52, 3.59], [-0.15, -0.95, 4.71], [-2.67, -0.23, 4.01], [-3.05, -0.28, 5.68], [2.64, -2.16, -2.47], [1.31, -3.38, -1.84], [1.12, -4.60, -2.45], [0.13, -5.41, -1.92], [-0.61, -4.98, -0.83], [-0.34, -3.73, -0.30], [0.62, -2.93, -0.81], [1.73, -4.90, -3.30], [-0.05, -6.39, -2.36], [-1.38, -5.59, -0.40], [-0.88, -3.33, 0.54]], "nbo_charge": [1.760, -0.639, -0.021, -0.116, -0.262, 0.163, 0.061, -0.595, 0.050, 0.241, 0.241, 0.231, 0.240, 0.254, 0.217, 0.073, -0.124, -0.059, 0.067, -0.166, -0.044, 0.395, -0.953, -0.158, 0.059, -0.050, 0.082, 0.058, 0.157, -0.261, -0.112, -0.238, 0.069, -0.596, 0.254, 0.245, 0.249, 0.229], "lumo_energy_ev": -3.0, "charge": 1, "max_force_ev_per_a": 0.1}

=====

no.,DFT total energy (eV)
1,-596225.88318
2,-243953.11404